# 1
Entry from OMol25: a structure of composition C24H52N6OPSi3Tb (wB97M-V/def2-TZVPD).

```
88
Properties=species:S:1:pos:R:3:forces:R:3
Tb 0.089634 -0.195387 -0.747665 0.5 0.2 -0.1
P -1.104385 -1.494850 2.419620 -0.2 -0.1 0.2
Si -1.982000 2.153167 -1.852408 0.7 0.4 -0.2
Si 0.807374 1.795165 -3.384454 -0.4 0.5 0.4
Si 0.766333 3.038683 -0.514910 -0.3 0.0 -0.6
O -0.188060 -1.019147 1.293553 -0.2 0.2 -0.3
N 2.204369 0.663570 0.039504 -0.4 -0.1 -0.2
N -2.191615 -2.556253 1.779438 0.2 0.0 0.0
N -0.192222 -2.225054 3.553793 0.0 0.2 0.0
N 1.892602 -4.371759 -1.176417 -0.1 0.2 0.0
N 0.975603 -2.389342 -1.467025 0.2 0.3 0.0
N -1.908415 -0.240198 3.093657 0.1 -0.1 0.0
C 0.375939 3.180616 -4.559745 0.1 -0.2 -0.1
C 2.671453 1.732163 -3.155638 0.0 -0.1 0.0
C 2.526939 -3.799820 -2.250959 0.0 0.0 0.0
C -0.608787 -2.321082 4.951128 0.0 0.0 0.0
C 3.228033 -0.080277 0.477195 0.1 -0.1 0.0
C -3.314468 -0.269946 3.483093 -0.1 0.0 0.0
C 2.171286 -5.690339 -0.616565 0.0 0.0 0.0
C 1.400396 4.663074 -1.181536 0.0 0.0 0.2
C 4.383386 0.473337 0.991844 -0.1 -0.1 0.0
C 2.271120 2.013394 0.092544 0.1 0.3 0.2
C -0.208571 3.356852 1.053985 0.1 0.0 0.1
C -2.957927 -2.209225 0.590689 0.0 0.0 0.0
C -1.135671 0.795625 3.778089 0.1 0.1 0.0
C 4.467168 1.855157 1.070390 0.0 0.1 0.0
C 3.403641 2.623750 0.625014 0.1 -0.1 0.0
C -2.776311 -3.626879 2.589485 0.0 0.0 0.0
C 1.086055 -2.863057 3.265096 0.0 -0.1 -0.1
C 1.956039 -2.579731 -2.423719 0.1 0.0 -0.1
C -2.749927 1.651202 -0.192550 0.0 -0.1 0.0
C -2.511505 3.883760 -2.302394 -0.2 -0.1 0.1
C 0.361336 0.132377 -4.175728 0.0 -0.1 0.0
C -0.115681 1.973415 -1.748459 0.1 -0.8 0.4
C 0.984652 -3.494530 -0.732606 -0.2 -0.2 0.1
C -2.692134 0.923106 -3.083244 -0.1 -0.1 0.0
H 1.790253 5.282441 -0.370991 0.0 0.1 0.0
H -3.601846 3.945989 -2.330171 0.0 0.1 0.0
H -1.608121 1.765624 3.618689 0.0 0.0 0.0
H -3.160291 -3.109533 0.009497 0.0 0.0 0.0
H -3.856103 -1.031581 2.930606 0.0 0.0 0.0
H -0.473426 0.222102 -4.870899 0.0 0.0 0.0
H -2.431502 1.136377 -4.120030 0.0 0.1 0.0
H 0.135531 -1.853474 5.598067 0.0 0.0 0.0
H -0.719027 -3.366482 5.248367 0.0 0.0 0.0
H -3.042667 -4.457406 1.935732 0.0 0.0 0.0
H 5.193484 -0.161510 1.320938 0.0 0.0 0.0
H 0.509626 4.159571 -4.097446 0.0 0.0 0.0
H 1.213292 -0.249941 -4.741438 0.0 0.0 0.0
H -0.585522 2.441287 1.513632 0.0 0.0 0.0
H 3.045164 -5.648319 0.029882 0.0 0.0 0.0
H 1.866103 -2.423372 3.889485 0.0 0.0 0.0
H -0.653630 3.115418 -4.915911 0.0 0.0 0.0
H 3.459094 3.703376 0.672804 0.0 0.0 0.0
H 0.060443 -0.671371 -3.488729 0.0 -0.1 0.0
H 0.331398 -3.695454 0.102733 0.0 0.0 0.0
H -2.400291 -0.120008 -2.897624 0.0 0.0 0.0
H -2.153077 0.942724 0.401420 0.0 -0.1 0.1
H -3.782567 0.946642 -3.012554 0.0 0.0 0.0
H 3.107916 -1.155914 0.397134 0.0 0.0 0.0
H -3.766946 0.697848 3.263111 0.0 0.0 0.0
H 0.581256 5.219028 -1.642780 0.0 0.0 0.0
H 3.301941 -4.314555 -2.791076 0.0 0.0 0.0
H 3.007623 0.853305 -2.597503 0.0 0.0 0.0
H -3.911350 -1.724305 0.820049 0.0 0.0 0.0
H 1.038630 -3.934908 3.472630 0.0 0.0 0.0
H 2.347983 -6.390249 -1.428837 0.0 0.0 0.0
H -1.565320 -1.825951 5.104606 0.0 0.0 0.0
H 2.170468 -1.843583 -3.179292 0.0 0.0 0.0
H -3.430545 -0.465241 4.553081 0.0 0.0 0.0
H -1.059635 4.020238 0.891211 0.0 0.0 0.0
H -0.121787 0.836488 3.380331 0.0 0.0 0.0
H 3.103675 2.606259 -2.669228 0.0 0.0 0.0
H 1.305320 -6.022906 -0.050451 0.0 0.0 0.0
H 3.117301 1.665550 -4.151704 0.0 0.0 0.0
H 5.354832 2.328049 1.469838 0.0 0.0 0.0
H 0.447437 3.839769 1.782589 0.0 0.0 0.0
H -2.049110 -3.984608 3.313907 0.0 0.0 0.0
H -2.385766 -1.521353 -0.037782 -0.1 0.0 0.0
H 2.184779 4.550374 -1.929133 0.0 0.0 0.0
H -3.722767 1.183665 -0.358785 0.0 0.0 0.0
H -2.898816 2.502250 0.472436 0.0 0.0 0.0
H 1.352444 -2.710390 2.221595 0.0 0.0 0.0
H -1.085603 0.609408 4.854467 0.0 0.0 0.0
H -2.134102 4.182887 -3.280187 0.0 0.0 0.0
H -3.678184 -3.306302 3.118487 0.0 0.0 0.0
H -2.161698 4.616928 -1.571971 0.0 0.0 0.0
H 1.028031 3.133585 -5.434898 0.0 0.1 -0.1
```
Forces are in eV/Å.

Output
ΔE to the lowest compared entry with this formula, charge and spin in eV: 0.0000
HOMO level (alpha / beta) in eV: -13.18 / -13.08
Orbital gap (alpha / beta) in eV: 8.0283 / 8.1906
Net charge: +2
2S+1: 7
M in g/mol: 714.878


# 2
Entry from OMol25: a cluster of 5 separate species, C24H53BrCl4O9Si in total at a distorted geometry (wB97M-V/def2-TZVPD).

```
92
Properties=species:S:1:pos:R:3:forces:R:3
Br -0.828538 -2.799023 -0.617603 0.1 1.2 -1.6
Cl -5.461170 1.873922 -1.701876 1.5 -0.5 -0.3
Cl -0.142814 4.136653 -1.749543 0.5 -1.3 -0.5
Cl -0.524275 0.588210 0.560062 0.0 0.2 -1.8
Cl -2.832984 2.806228 0.086829 0.2 -0.8 -1.3
Si -0.824420 1.134443 -1.485952 -0.6 0.6 0.4
O 0.865061 -2.227129 -2.873905 -7.1 3.2 4.8
O -3.723651 6.273668 -2.128816 -0.4 0.4 0.1
O 2.237115 -2.814317 2.441865 0.0 -0.5 0.0
O -3.087326 -0.739981 3.091220 0.2 -0.4 0.3
O 4.612272 -2.624513 -2.344417 0.2 -0.5 0.1
O -4.113102 8.875555 -0.783812 0.3 -0.2 -0.4
O 6.428562 -4.757325 -3.283951 0.0 0.5 0.2
O -3.468344 -1.879018 5.790840 -0.3 0.2 -0.4
O 3.697268 -5.351686 2.842156 -0.1 0.5 0.2
C -3.018899 -2.136847 3.396649 -0.4 0.3 0.0
C -0.191438 -1.728342 -2.183904 5.9 -1.8 -5.0
C -2.555066 2.007561 -1.588390 -2.0 0.3 -0.3
C 4.892956 -4.577554 2.819274 -0.1 -0.2 -0.1
C 2.725775 -4.827457 3.752797 -0.1 -0.2 -0.5
C 4.876402 -3.835474 -1.628170 0.4 0.4 -0.1
C -2.738467 8.804108 -0.416734 -0.2 0.0 0.1
C -3.919670 -2.498775 4.582498 0.6 0.1 0.1
C 2.504921 -2.970807 1.054056 0.0 0.2 0.0
C -1.995896 -0.011242 3.638890 0.0 0.1 0.0
C -4.753893 7.210059 -2.461946 0.5 0.0 -0.1
C -4.316157 8.651925 -2.182612 -0.3 -0.3 0.4
C 3.862212 -2.849402 -3.531455 -0.2 0.0 -0.1
C -4.201487 -0.697720 6.101502 0.1 -0.1 0.1
C 2.514781 0.773770 -1.142442 0.8 0.7 1.1
C 6.286036 -4.363658 -1.915523 -0.5 -0.2 -0.3
C -3.926946 5.674336 -0.855358 0.2 0.0 0.0
C -3.883976 -0.296349 -0.822858 -0.4 0.4 0.3
C 1.667929 -3.991775 3.023950 0.4 0.3 0.2
C 0.491323 2.393668 -2.112820 1.7 0.6 0.0
C 7.068767 -3.758205 -4.072223 -0.1 -0.2 0.0
C 1.954568 2.295860 -1.379942 0.9 0.3 -0.8
C -0.852050 -0.332050 -2.731866 0.0 -2.0 -1.0
C -3.813323 0.987401 -1.841435 0.6 -1.0 -0.6
H -3.753631 0.620539 -2.975723 -0.2 0.9 2.5
H -2.262090 1.048745 3.648869 0.0 -0.1 -0.1
H 5.507802 -4.827647 3.687921 0.1 0.1 0.0
H -2.239118 9.739320 -0.683490 0.1 0.0 0.0
H -3.873974 -3.579179 4.741071 0.0 0.0 0.0
H 2.263410 0.486367 -0.016475 0.4 0.2 -2.6
H 3.705228 0.846960 -1.178862 -2.7 -0.4 -0.1
H 6.868210 -3.972846 -5.124874 0.0 -0.1 0.1
H -4.676200 4.882537 -0.936967 0.0 0.0 0.1
H 3.206483 -2.189782 0.750177 -0.1 0.0 0.1
H -5.161784 -0.969440 6.547739 -0.1 0.1 0.0
H 3.966437 -1.971599 -4.174207 0.0 0.0 0.1
H -2.680451 8.669036 0.666206 -0.1 0.1 -0.1
H -0.236093 -0.001394 -3.697768 -1.1 -1.0 2.2
H -1.764420 -0.316972 4.663786 -0.1 0.0 -0.1
H -1.979263 -2.442042 3.580625 -0.2 0.1 0.1
H -1.111363 -0.146494 3.010960 0.1 0.0 0.1
H 1.578816 -2.853280 0.485280 0.2 -0.1 0.0
H -2.225773 7.966132 -0.897441 -0.1 0.0 0.0
H -5.683972 6.967609 -1.929025 0.2 0.1 0.0
H 5.445827 -4.829348 1.910812 -0.1 -0.1 0.1
H 2.806210 -2.978763 -3.280231 0.2 -0.1 -0.1
H -3.625454 -0.119066 6.827941 0.0 -0.2 0.0
H 4.800918 -3.599029 -0.562086 0.1 0.0 0.0
H -3.432901 0.031740 0.207171 -1.1 -0.7 -1.8
H -4.947785 7.103733 -3.533972 0.0 0.0 0.0
H -3.413446 8.907936 -2.751440 -0.1 -0.1 0.1
H -2.599313 2.868324 -2.401442 0.2 -1.7 1.8
H 2.727075 2.859656 -2.093093 -1.8 -1.1 1.5
H 7.048494 -3.622933 -1.643536 -0.2 0.0 -0.1
H 0.920934 -3.659307 3.751687 0.0 0.0 0.0
H 0.649602 2.330692 -3.280396 -0.5 0.1 2.4
H 4.114480 -4.593887 -1.856465 0.2 0.1 0.0
H -4.245362 6.399824 -0.100545 0.0 0.0 -0.1
H 2.234381 -5.682867 4.223234 0.0 0.0 0.0
H -2.981763 5.232710 -0.529586 -0.2 0.2 -0.2
H 4.213948 -3.724838 -4.085854 0.1 0.1 0.1
H 6.457653 -5.255128 -1.306973 0.0 0.0 0.0
H 6.697560 -2.754305 -3.847442 0.0 -0.1 0.0
H -3.371487 -2.675120 2.511165 0.0 0.0 0.0
H -5.112635 9.328698 -2.502152 0.0 0.0 0.0
H 2.952067 -3.942706 0.823977 -0.1 0.0 0.1
H -4.965372 -2.236008 4.378894 0.2 0.1 -0.1
H -4.371891 -0.073657 5.219661 0.0 -0.1 0.0
H 1.962200 2.885546 -0.367190 -0.3 -1.2 -2.0
H 4.689089 -3.503060 2.813090 -0.1 -0.1 0.0
H -5.037036 -0.578835 -0.703698 2.7 0.5 -0.2
H -1.932155 -0.608611 -3.144158 2.2 0.6 1.2
H 1.148110 -4.587916 2.260904 0.2 0.0 0.1
H 8.148278 -3.794698 -3.903543 0.1 0.1 0.0
H 3.211807 -4.245125 4.545675 -0.1 0.0 -0.2
H 2.132650 -0.023437 -1.909034 0.8 1.5 1.5
H -3.284996 -1.235504 -1.184213 -1.1 1.9 0.4
```
Forces are in eV/Å.

Output
HOMO level in eV: -9.06
Orbital gap in eV: 8.4512
M in g/mol: 735.481